DFT (ωB97M-V with the def2-TZVPD basis set) results for a cluster of 3 separate species, C3H8O6 in total.

E_tot   -570.5700 Ha
LUMO   0.018 Eh
SMILES string   CC(=O)O.O=C(O)O.O

Last column: natural (NBO) charge in e.
Atoms and positions in Å:
C 1.91743 -0.88850 -0.86136  -0.7460
C 1.22837 -0.24726 0.30279  0.8321
O 1.33225 0.91251 0.52052  -0.6092
O 0.79507 -1.14747 1.21543  -0.7127
H 2.72280 -1.61921 -0.46579  0.2301
H 1.19728 -1.44172 -1.47569  0.2467
H 2.51167 -0.27227 -1.54297  0.2347
H 0.21018 -1.81634 0.77709  0.5025
O -0.91839 -0.18899 -0.95612  -0.6616
C -1.76866 -0.31734 -0.11119  0.9980
O -2.17387 0.67788 0.66381  -0.7375
O -2.13207 -1.48487 0.33895  -0.7014
H -1.69728 1.62367 0.44379  0.5396
H -2.69916 -1.60000 1.07172  0.5139
O -0.55334 2.60855 -0.06569  -0.9159
H -0.13233 2.65683 0.76765  0.4885
H 0.16005 2.54453 -0.62294  0.4983